This record from the OMol25 dataset describes a 2-piece molecular cluster, C12H19P overall at a distorted geometry. The level of theory is wB97M-V/def2-TZVPD.

Geometry as XYZ:
```
32
Properties=species:S:1:pos:R:3:mulliken_charge:R:1
C -1.8276 -2.9047 -0.2097 -1.264
C -0.8402 -1.8960 -0.7066 0.039
C -4.2481 0.6611 -0.3780 0.157
C 3.1549 0.5209 -0.6717 -0.479
C 2.6832 1.2935 0.5176 -1.080
C 2.1149 -0.6413 -0.7521 -0.874
C 0.6782 0.3066 1.9546 -1.057
C -0.5553 -0.7072 1.5170 -0.782
C 1.2070 1.0290 0.6385 0.209
C 0.7752 0.0025 -0.4001 -0.158
C -0.3479 -0.9136 0.0491 -0.135
C -3.5210 0.9994 -1.6044 -0.307
P -4.9783 0.6523 0.9920 -0.345
H -1.9670 -3.5551 -1.0686 0.348
H -1.6163 -3.5409 0.6656 0.327
H -0.4992 -1.8987 -1.7235 0.471
H -2.7241 -2.2891 0.1701 0.217
H 3.1150 1.1216 -1.6449 0.292
H 4.1539 0.0744 -0.4377 0.310
H 3.1937 1.0096 1.4369 0.286
H 2.8691 2.3390 0.5149 0.400
H 2.2017 -0.9808 -1.8202 0.361
H 2.3244 -1.4218 -0.0063 0.382
H 0.5030 1.1024 2.7113 0.403
H 1.3881 -0.3643 2.4785 0.318
H -0.4482 -1.7940 2.0598 0.213
H -1.5828 -0.4484 1.7113 0.298
H 0.5326 1.9460 0.4510 0.405
H 0.6655 0.5337 -1.3441 0.495
H -2.4719 0.4849 -1.5320 0.007
H -3.3134 2.0301 -1.5978 0.291
H -4.1017 0.4531 -2.4097 0.249
```

Its structure (SMILES) is C/C=C1\CC[C@H]2CCC[C@@H]12.CC#P. Its charge is 0. The calculation puts the strongest force on any atom at 0.08203 hartree/bohr. Its HOMO-LUMO gap is 9.4 eV.

This record from the OMol25 dataset describes C12H20F3N4O7P2V as an isolated structure at a distorted geometry. The level of theory is wB97M-V/def2-TZVPD.

Geometry as XYZ:
```
49
Properties=species:S:1:pos:R:3:mulliken_charge:R:1
V -0.8121 0.6542 -0.3584 0.403
C 1.9633 1.0667 1.9611 -0.711
C 1.9718 2.1335 0.8635 -1.220
N 1.2583 1.6352 -0.3070 -0.137
C 2.0253 0.6578 -1.0784 -1.634
C 1.6003 -0.7298 -0.7062 0.920
C 2.3911 -1.8499 -0.9361 -1.196
C 1.9508 -3.0879 -0.5006 -0.743
C 0.7229 -3.1665 0.1363 -1.132
C -0.0337 -2.0142 0.2684 1.138
C -1.4113 -2.0126 0.8382 -1.998
N -1.6500 -0.7193 1.4551 0.035
C -1.2295 -0.7031 2.8542 -1.170
C 0.2726 -0.4329 2.9836 -0.711
N 0.5801 0.7469 2.2135 0.094
N 0.4051 -0.8200 -0.1264 2.447
H 2.4977 1.4409 2.8516 0.490
H 2.4743 0.1630 1.6170 0.302
H 3.0057 2.4206 0.6167 0.471
H 1.4445 3.0159 1.2321 0.425
H 1.0244 2.4179 -0.9200 0.463
H 3.1092 0.7912 -0.9331 0.545
H 1.8155 0.8176 -2.1462 0.402
H 3.3292 -1.7435 -1.4569 0.552
H 2.5517 -3.9697 -0.6497 0.445
H 0.3339 -4.1065 0.4931 0.528
H -1.5582 -2.8507 1.5356 0.494
H -2.0924 -2.1454 -0.0079 0.435
H -2.6433 -0.5022 1.4032 0.414
H -1.4557 -1.6656 3.3338 0.426
H -1.7692 0.0831 3.3793 0.438
H 0.8410 -1.2752 2.5770 0.325
H 0.5192 -0.3300 4.0555 0.477
H 0.1053 1.5587 2.5928 0.330
O -2.7135 -0.9085 -3.6029 -0.600
P -1.6938 -0.9823 -2.3886 0.747
O -1.1951 -2.3429 -2.1666 -0.716
O -2.3167 -0.2509 -1.2081 -0.733
O -0.4223 -0.0621 -2.8945 -0.168
P -0.5490 1.5411 -2.9818 0.335
O -1.7336 1.7546 -4.0532 -0.534
O 0.7282 2.1227 -3.4300 -0.747
O -1.0521 2.0120 -1.6355 -0.413
H -3.0937 -0.0311 -3.6873 0.342
H -1.4630 2.4400 -4.6621 0.323
F -2.9981 2.1615 0.1476 -0.277
C -1.7894 1.9937 0.7126 0.656
F -1.1605 3.1993 0.6667 -0.268
F -2.0851 1.8745 2.0490 -0.291
```

The expectation value of S² is 2.011. Its charge is 0. The calculation puts the strongest force on any atom at 0.05253 hartree/bohr. Its HOMO-LUMO gap (alpha / beta) is 8.2 / 9.3 eV. Its multiplicity is 3.

This record from the OMol25 dataset describes a 4-piece molecular cluster, C12H20FO8S overall at a distorted geometry. The level of theory is wB97M-V/def2-TZVPD.

Geometry as XYZ:
```
42
Properties=species:S:1:pos:R:3:mulliken_charge:R:1
F -3.9036 -49.5346 17.3453 -0.885
C -6.3839 -48.3686 20.6687 -1.360
C -4.8474 -48.3081 20.9566 0.991
C -4.0606 -47.3588 19.9297 -0.498
O -3.2735 -46.5237 20.8662 -0.430
C -3.6873 -46.6852 22.1464 0.555
O -3.1971 -46.0081 23.0187 -0.585
O -4.6380 -47.6249 22.1902 -0.398
H -6.7400 -48.5494 21.5541 0.682
H -6.6875 -48.8846 19.7945 0.107
H -6.8084 -47.2994 20.3138 0.272
H -4.2029 -49.1786 20.7337 0.019
H -4.6584 -46.6216 19.4790 0.294
H -3.4475 -47.8056 19.1783 0.319
C -3.8573 -53.4015 18.6154 -1.372
C -4.4520 -52.2565 19.4004 0.710
C -5.8801 -51.9228 18.9005 -0.010
O -6.6859 -52.2812 20.0219 -0.387
C -5.9579 -53.0005 20.8814 0.669
O -6.3967 -53.6214 21.8825 -0.676
O -4.6814 -52.9071 20.6602 -0.330
H -2.8261 -53.4459 18.9786 0.333
H -4.0012 -53.2665 17.4986 0.346
H -4.4416 -54.3419 18.6341 0.376
H -3.8366 -51.3302 19.5261 0.089
H -6.1099 -52.3719 18.1256 0.834
H -6.0568 -50.6954 18.7889 -0.619
C -8.3355 -47.2008 17.1952 -0.801
C -6.9086 -47.6405 16.9029 0.419
C -6.8940 -48.9422 16.2330 -0.648
S -8.6282 -49.4495 16.0726 1.298
O -9.0737 -50.1196 17.2885 -0.663
O -8.9301 -49.9795 14.7453 -0.772
C -9.2411 -47.9087 15.9944 -1.421
H -8.5331 -46.0054 17.1188 0.340
H -8.7229 -47.4687 18.0768 0.416
H -6.2886 -47.6221 17.7911 -0.687
H -6.5694 -46.9068 16.1378 0.447
H -6.3504 -49.7264 16.5123 0.388
H -6.4406 -48.7598 15.2163 0.285
H -10.0766 -47.8225 16.3736 0.664
H -9.2724 -47.5384 15.1578 0.686
```

Its charge is -1. The calculation puts the strongest force on any atom at 0.23313 hartree/bohr. Its HOMO-LUMO gap is 8.1 eV.

This record from the OMol25 dataset describes C12H20GdN3O4P as an isolated structure at a distorted geometry. The level of theory is wB97M-V/def2-TZVPD.

Geometry as XYZ:
```
41
Properties=species:S:1:pos:R:3:mulliken_charge:R:1
C -0.2939 -0.1499 -2.6515 -0.879
C 0.8992 0.6054 -2.0220 0.814
N 1.1155 0.4034 -0.7104 0.348
C 2.1378 0.9108 0.0816 1.127
C 3.0935 1.6434 -0.6635 -1.034
C 2.9177 1.8349 -2.0182 -0.447
C 1.8233 1.3317 -2.7451 -0.972
C 2.1431 0.5964 1.4761 -1.107
P 0.9284 -0.2913 2.3518 0.848
H 1.6544 1.4511 -3.7957 0.587
H 3.9360 2.0088 -0.1071 0.518
H 3.6583 2.3930 -2.5585 0.472
C -2.1914 1.1747 -1.7157 -0.965
C -2.4780 -1.2560 -2.1067 -0.968
H 2.9833 0.9673 2.0567 0.508
H -0.0282 -1.2165 -2.8196 0.283
H -0.5927 0.3098 -3.6032 0.553
C 0.0921 0.6373 3.6653 -1.081
C 1.4943 -1.8717 3.0300 -1.013
H -0.7288 0.0357 4.0796 0.402
H 0.9020 0.7854 4.3919 0.499
H -0.2963 1.5839 3.2668 0.318
H 0.6473 -2.3976 3.4921 0.393
H 1.9537 -2.4742 2.2331 0.350
H 2.2345 -1.5386 3.7683 0.452
H -2.8219 -1.1018 -3.1363 0.400
H -1.9441 -2.2216 -2.0132 0.359
H -3.3274 -1.2405 -1.3940 0.340
H -2.5943 1.3881 -2.7127 0.421
H -2.9940 1.1453 -0.9555 0.337
H -1.4489 1.9384 -1.4191 0.384
C -2.2421 -1.4734 1.5075 0.223
O -3.0690 -1.9078 2.1161 -0.179
Gd -0.7645 -0.4602 0.2607 -0.066
O 0.4163 -2.4943 -0.5658 -0.572
H 0.4199 -3.1015 0.2001 0.355
H 1.3122 -2.1028 -0.6074 0.342
N -1.5481 -0.1429 -1.8489 0.197
O -3.4298 0.9221 1.5142 -0.336
N -2.5792 1.8398 1.6006 0.097
O -1.3904 1.5362 1.0776 -0.308
```

The expectation value of S² is 20.109. Its charge is +2. The calculation puts the strongest force on any atom at 0.05237 hartree/bohr. Its HOMO-LUMO gap (alpha / beta) is 5.9 / 5.7 eV. Its multiplicity is 9.

This record from the OMol25 dataset describes an isolated ion of composition C12H20N3O and charge +1 at a distorted geometry. The level of theory is wB97M-V/def2-TZVPD.

Geometry as XYZ:
```
36
Properties=species:S:1:pos:R:3:mulliken_charge:R:1
C -0.0932 4.2467 -2.7364 -0.952
C -0.3609 2.7444 -2.0840 0.443
C -0.6786 1.4616 -3.0811 -0.558
C -0.9437 -0.0898 -2.5144 -0.587
C -0.8954 -0.4268 -0.8765 0.428
C -1.1176 -1.9829 -0.4239 0.559
C -2.1543 -2.7228 -1.5086 -1.224
C -1.7953 -2.2036 1.0503 -0.747
C -0.5841 0.8534 0.0981 0.179
O -0.5021 0.6864 1.5562 -0.335
C 0.7772 1.1578 2.1078 -0.306
N 1.1698 0.1283 3.1884 -0.284
C 2.2298 -0.7851 2.6104 0.116
N 3.3531 -1.2127 3.5624 -0.490
N 2.2958 -1.2218 1.3024 -0.217
C -0.3375 2.4085 -0.4656 -0.474
H 1.0350 4.3824 -3.0918 0.253
H -0.7718 4.3602 -3.7087 0.308
H -0.3683 5.0739 -1.9270 0.302
H -0.6998 1.6706 -4.2387 0.262
H -1.1194 -0.8966 -3.3448 0.096
H -0.1013 -2.5953 -0.5244 0.148
H -2.3516 -3.8085 -1.0655 0.397
H -3.2091 -2.1692 -1.5220 0.291
H -1.6860 -2.8540 -2.5726 0.306
H -2.4528 -3.1828 1.1302 0.357
H -2.3458 -1.2348 1.4464 0.235
H -0.8922 -2.3761 1.8121 0.041
H 1.6226 1.3388 1.3188 0.390
H 0.5393 2.1517 2.7244 0.252
H 0.3141 -0.4931 3.3044 0.385
H 4.2229 -0.8068 3.1342 0.346
H 3.3575 -2.2573 3.5153 0.345
H 1.6670 -1.9262 0.8571 0.236
H 3.0210 -0.7441 0.6936 0.277
H -0.1444 3.3258 0.2735 0.221
```

Its structure (SMILES) is Cc1ccc(C(C)C)c(OCNC(N)=[NH2+])c1. Its charge is +1. The calculation puts the strongest force on any atom at 0.09205 hartree/bohr. Its HOMO-LUMO gap is 4.7 eV.

This record from the OMol25 dataset describes C12H20N4PrSSe2 as an isolated structure at a distorted geometry. The level of theory is wB97M-V/def2-TZVPD.

Geometry as XYZ:
```
40
Properties=species:S:1:pos:R:3:mulliken_charge:R:1
Pr -0.1527 -0.5761 -0.8186 1.161
C -2.1968 3.8871 -0.3491 -1.717
C -1.2570 2.7378 -0.2498 0.855
N -1.7240 1.5053 -0.2530 -0.298
N -3.0830 1.3270 -0.1604 -0.197
C -3.6545 0.1668 0.0185 0.828
N -4.9600 0.0766 0.0893 -0.355
S -2.7629 -1.2552 0.1078 -0.419
C 0.2060 2.8737 -0.2623 0.677
C 0.8062 4.0744 0.1483 -0.530
C 2.2174 4.1903 0.1361 -0.577
C 2.9317 3.1950 -0.4775 -0.778
C 2.3011 2.0086 -0.8370 -0.174
N 0.9517 1.8281 -0.7073 -0.283
H -3.0331 4.0223 0.3744 0.489
H -2.7266 4.0168 -1.3216 0.467
H -1.6409 4.8344 -0.2595 0.283
H -3.6371 2.1968 -0.2313 0.251
H -5.5091 1.0001 0.1025 0.268
H -5.3657 -0.8305 0.2598 0.251
H 0.1341 4.8397 0.5691 0.342
H 2.6454 5.1117 0.4481 0.494
H 3.9602 3.1683 -0.7012 0.455
H 2.8448 1.1357 -1.1331 0.610
C 3.8895 -1.2582 0.5937 -1.046
Se 2.0910 -1.8500 0.9509 0.280
C 2.4090 -3.7515 0.5348 -0.870
C 1.0698 -4.4248 0.7935 -0.797
Se -0.0377 -3.7901 -0.7197 0.243
C -1.5810 -4.7782 -0.4460 -1.010
H 4.1787 -1.2234 -0.4384 0.410
H 4.5665 -1.6506 1.3179 0.393
H 3.8441 -0.2579 0.9484 0.331
H 3.1369 -4.0472 1.2646 0.439
H 2.8504 -3.9044 -0.4507 0.468
H 0.7675 -4.1294 1.7776 0.483
H 1.1112 -5.4946 0.5495 0.464
H -1.4527 -5.7716 -0.9703 0.373
H -2.4171 -4.2267 -0.7965 0.367
H -1.7212 -4.9761 0.5982 0.369
```

The expectation value of S² is 2.006. Its charge is +3. The calculation puts the strongest force on any atom at 0.06647 hartree/bohr. Its HOMO-LUMO gap (alpha / beta) is 6.7 / 7.5 eV. Its multiplicity is 3.